Density functional theory data (wB97M-V/def2-TZVPD) for C41H38N3OP2Pb as an isolated structure.

energy above the lowest of the compared OMol25 structures with the same formula, charge and spin: 2.883 eV
net charge: +1
2S+1: 1
frontier orbital gap: 6.35 eV
lowest unoccupied orbital energy: -3.9 eV

Atoms and positions in Å:
Pb: -0.052 0.505 -0.214
C: 1.745 4.728 -0.746
C: 1.479 3.272 -0.612
N: 0.300 2.811 -0.310
N: -0.757 3.608 -0.182
C: -1.909 2.964 -0.034
O: -2.017 1.703 0.127
C: -3.122 3.783 -0.143
C: -4.361 3.149 -0.244
C: -5.504 3.895 -0.453
C: -5.429 5.276 -0.547
C: -4.199 5.908 -0.451
C: -3.050 5.170 -0.251
C: 2.481 2.238 -0.868
C: 3.350 2.431 -1.997
C: 4.216 1.568 -2.553
C: 4.623 0.200 -2.128
C: 2.900 -0.061 -0.196
N: 2.348 1.176 -0.107
H: 1.279 5.240 0.096
H: 1.270 5.124 -1.645
H: 2.809 4.937 -0.763
H: -4.402 2.071 -0.185
H: -6.454 3.396 -0.560
H: -6.327 5.854 -0.705
H: -4.130 6.980 -0.545
H: -2.085 5.647 -0.192
H: 3.223 3.388 -2.484
H: 4.744 1.921 -3.430
H: 5.515 0.306 -1.498
H: 4.141 -1.557 -1.012
C: -0.855 -2.574 1.558
C: -1.760 -1.390 1.980
P: -0.594 -0.005 2.378
C: 0.400 -0.651 3.782
C: 0.024 -1.768 4.524
C: 0.816 -2.209 5.571
C: 1.988 -1.543 5.888
C: 2.353 -0.412 5.173
C: 1.565 0.031 4.126
C: -1.385 1.451 3.128
C: -2.621 1.448 3.757
C: -3.106 2.622 4.312
C: -2.366 3.791 4.239
C: -1.125 3.790 3.620
C: -0.636 2.625 3.064
C: -1.049 -3.110 0.147
P: 0.407 -4.154 -0.477
C: 0.629 -5.278 0.970
C: 1.070 -5.056 2.273
C: 1.155 -6.115 3.162
C: 0.787 -7.395 2.785
C: 0.316 -7.620 1.503
C: 0.247 -6.572 0.608
C: 1.652 -2.779 -0.485
C: 2.313 -2.317 0.634
C: 2.594 -0.952 0.817
C: 3.617 -0.664 -1.374
C: 2.402 -1.075 -2.130
C: 1.566 -2.056 -1.708
H: -0.983 -3.404 2.251
H: 0.188 -2.242 1.640
H: -2.413 -1.657 2.815
H: -2.404 -1.043 1.167
H: -0.886 -2.301 4.300
H: 0.508 -3.077 6.139
H: 2.621 -1.909 6.683
H: 3.256 0.123 5.428
H: 1.846 0.916 3.570
H: -3.205 0.543 3.815
H: -4.061 2.623 4.816
H: -2.756 4.705 4.662
H: -0.533 4.693 3.575
H: 0.329 2.612 2.572
H: -1.188 -2.303 -0.581
H: -1.927 -3.759 0.090
H: 1.355 -4.079 2.639
H: 1.516 -5.936 4.162
H: 0.872 -8.214 3.481
H: 0.009 -8.606 1.196
H: -0.096 -6.745 -0.405
H: 2.363 -2.953 1.501
H: 2.417 -0.554 1.807
H: 4.940 -0.360 -3.012
H: 2.185 -0.543 -3.048
H: 0.770 -2.359 -2.377

Results of the Löwdin charge analysis, in e, for atoms 1 through 6: atom 1 (Pb): 1.38, atom 2 (C): -0.01, atom 3 (C): -0.27, atom 4 (N): -0.10, atom 5 (N): 0.08, atom 6 (C): -0.45

Density functional theory data (wB97M-V/def2-TZVPD) for C41H39BF2IrN2O4P as an isolated structure.

energy above the lowest of the compared OMol25 structures with the same formula, charge and spin: 1.177 eV
net charge: 0
2S+1: 1
frontier orbital gap (alpha / beta): 6.54 / 6.54 eV
lowest unoccupied orbital energy (alpha / beta): -0.3 / -0.3 eV

Atoms and positions in Å:
Ir: 0.582 -0.728 0.106
O: 0.930 0.137 2.761
C: 0.340 -0.747 2.169
C: -0.361 -1.901 2.813
C: -0.248 -2.158 4.172
C: -0.828 -3.290 4.725
C: -1.534 -4.170 3.914
C: -1.657 -3.905 2.558
C: -1.082 -2.761 2.012
P: -1.159 -2.293 0.243
C: -1.649 -3.821 -0.602
C: -0.724 -4.864 -0.665
C: -1.078 -6.082 -1.218
C: -2.358 -6.263 -1.729
C: -3.271 -5.221 -1.692
C: -2.920 -3.997 -1.136
C: -2.667 -1.270 0.105
C: -3.565 -1.115 1.152
C: -4.641 -0.242 1.024
C: -4.822 0.474 -0.148
C: -3.930 0.312 -1.203
C: -2.856 -0.552 -1.077
H: 0.335 -1.470 4.773
H: -0.721 -3.500 5.782
H: -1.978 -5.060 4.340
H: -2.206 -4.588 1.920
H: 0.273 -4.719 -0.262
H: -0.360 -6.892 -1.251
H: -2.641 -7.217 -2.156
H: -4.267 -5.359 -2.094
H: -3.640 -3.191 -1.107
H: -3.418 -1.661 2.076
H: -5.327 -0.111 1.851
H: -5.647 1.168 -0.238
H: -4.062 0.877 -2.117
H: -2.143 -0.662 -1.888
F: 2.359 -0.668 -2.291
C: 0.971 -0.702 -1.989
F: 0.545 -1.913 -2.587
H: 0.545 0.083 -2.615
C: 6.813 -1.345 -1.629
N: 5.741 -1.897 -0.817
N: 4.876 -1.040 -0.159
C: 3.656 -1.663 -0.002
O: 2.720 -1.146 0.638
C: 3.776 -2.931 -0.647
C: 5.032 -3.009 -1.159
C: 5.648 -4.084 -1.985
C: 5.349 0.033 0.641
C: 4.557 1.163 0.783
C: 4.987 2.192 1.606
C: 6.204 2.108 2.267
C: 6.991 0.975 2.116
C: 6.561 -0.071 1.313
H: 7.237 -0.479 -1.131
H: 6.454 -1.039 -2.616
H: 7.589 -2.098 -1.741
H: 2.991 -3.664 -0.705
H: 4.917 -4.870 -2.155
H: 6.516 -4.513 -1.482
H: 5.973 -3.699 -2.953
H: 3.610 1.224 0.266
H: 4.361 3.067 1.728
H: 6.534 2.917 2.904
H: 7.935 0.891 2.639
H: 7.151 -0.975 1.225
C: -3.234 7.267 -0.211
C: -3.376 6.114 -1.214
C: -4.854 5.957 -1.606
C: -2.587 6.478 -2.473
C: -2.885 4.809 -0.582
C: -3.474 4.363 0.605
C: -3.099 3.177 1.235
C: -2.106 2.439 0.637
O: -1.547 1.253 1.024
B: -0.571 0.942 0.054
O: -0.547 1.965 -0.909
C: -1.508 2.869 -0.533
C: -1.873 4.038 -1.163
H: -3.523 8.211 -0.681
H: -2.200 7.354 0.130
H: -3.868 7.120 0.665
H: -5.220 6.873 -2.079
H: -5.476 5.751 -0.733
H: -4.974 5.132 -2.311
H: -2.972 7.415 -2.882
H: -2.688 5.711 -3.244
H: -1.526 6.618 -2.253
H: -4.254 4.957 1.066
H: -3.565 2.855 2.157
H: -1.374 4.330 -2.076

Results of the Löwdin charge analysis, in e, for atoms 1 through 6: atom 1 (Ir): 1.13, atom 2 (O): 0.01, atom 3 (C): -0.46, atom 4 (C): -0.21, atom 5 (C): -0.01, atom 6 (C): -0.07

Density functional theory data (wB97M-V/def2-TZVPD) for C41H39Cl3F7N7O8S3Ti as an isolated structure.

net charge: +2
2S+1: 1
frontier orbital gap: 5.90 eV
lowest unoccupied orbital energy: -5.6 eV

Atoms and positions in Å:
Ti: -0.667 -0.267 0.396
F: 0.808 3.426 5.856
C: 1.269 2.197 5.563
C: 0.866 1.609 4.409
C: 1.382 0.356 4.041
C: 0.948 -0.295 2.842
O: 0.040 0.273 2.124
C: 1.517 -1.535 2.536
C: 2.425 -2.088 3.403
N: 2.839 -1.495 4.523
C: 3.768 -2.202 5.398
C: 4.932 -2.905 4.781
C: 5.153 -1.655 5.577
C: 2.313 -0.260 4.887
C: 2.674 0.345 6.096
C: 2.162 1.578 6.465
N: 2.504 2.165 7.689
C: 3.842 2.031 8.243
C: 3.740 1.561 9.698
N: 2.433 2.070 10.261
C: 2.132 3.444 9.727
C: 1.781 3.314 8.239
C: 1.148 -2.362 1.352
O: 1.683 -3.398 1.097
O: 0.177 -1.821 0.599
H: 0.149 2.116 3.774
H: 2.841 -3.062 3.181
H: 3.276 -2.669 6.241
H: 5.062 -2.834 3.710
H: 5.215 -3.856 5.206
H: 5.416 -0.760 5.028
H: 5.599 -1.740 6.559
H: 3.343 -0.185 6.756
H: 4.371 2.988 8.190
H: 4.434 1.320 7.680
H: 4.540 1.968 10.312
H: 3.731 0.478 9.795
H: 2.460 2.066 11.281
H: 1.682 1.441 9.974
H: 3.020 4.044 9.908
H: 1.304 3.868 10.289
H: 2.023 4.257 7.746
H: 0.711 3.147 8.132
F: -5.006 0.777 1.561
C: -4.324 1.826 1.993
F: -4.838 2.269 3.125
F: -4.340 2.778 1.073
S: -2.573 1.343 2.306
O: -2.091 1.084 0.908
O: -1.963 2.427 2.996
N: -2.692 0.039 3.169
S: -2.409 -1.425 2.647
O: -2.331 -1.457 1.168
O: -1.378 -2.089 3.377
C: -3.971 -2.329 3.049
F: -3.702 -3.621 3.007
F: -4.364 -1.982 4.261
F: -4.908 -2.032 2.166
Cl: -2.930 -4.326 -8.162
C: -2.569 -2.811 -7.415
C: -2.538 -2.714 -6.036
C: -2.226 -1.496 -5.458
C: -1.947 -0.362 -6.218
C: -1.591 0.955 -5.580
C: -2.545 1.441 -4.496
N: -2.508 0.680 -3.242
C: -3.498 -0.164 -2.766
C: -3.021 -0.718 -1.633
N: -1.728 -0.243 -1.417
C: -1.471 0.607 -2.409
O: -0.265 1.072 -5.066
C: 0.542 -0.079 -4.831
C: 0.964 -0.791 -6.079
C: 1.105 -2.140 -6.197
Cl: 0.888 -3.312 -4.954
S: 1.607 -2.626 -7.758
C: 1.661 -0.999 -8.284
C: 1.307 -0.133 -7.300
C: -2.006 -0.499 -7.607
Cl: -1.690 0.842 -8.669
C: -2.309 -1.708 -8.209
H: -2.731 -3.585 -5.424
H: -2.167 -1.451 -4.377
H: -1.670 1.724 -6.347
H: -3.573 1.422 -4.857
H: -2.276 2.471 -4.267
H: -4.443 -0.275 -3.270
H: -3.492 -1.428 -0.978
H: -0.553 1.157 -2.547
H: 0.070 -0.783 -4.141
H: 1.414 0.340 -4.328
H: 1.956 -0.772 -9.296
H: 1.266 0.941 -7.427
H: -2.338 -1.787 -9.287
C: 0.552 2.950 0.495
C: 1.143 1.957 -0.455
C: 2.132 2.176 -1.350
C: 2.426 0.935 -2.009
C: 1.612 -0.019 -1.499
C: 1.562 -1.456 -1.918
N: 0.785 0.582 -0.512
H: 0.760 3.953 0.126
H: 0.993 2.870 1.492
H: -0.527 2.863 0.604
H: 2.609 3.128 -1.527
H: 3.163 0.774 -2.782
H: 2.047 -1.545 -2.891
H: 0.550 -1.845 -2.023
H: 2.094 -2.116 -1.233

Results of the natural (NBO) charge analysis, in e, for atoms 1 through 6: atom 1 (Ti): 1.85, atom 2 (F): -0.32, atom 3 (C): 0.41, atom 4 (C): -0.23, atom 5 (C): -0.09, atom 6 (C): 0.53

Density functional theory data (wB97M-V/def2-TZVPD) for C41H39F15GeN4O5S3Si4Tl as an isolated structure.

energy above the lowest of the compared OMol25 structures with the same formula, charge and spin: 2.206 eV
net charge: -1
2S+1: 1
frontier orbital gap: 7.40 eV
lowest unoccupied orbital energy: 1.8 eV

Atoms and positions in Å:
Tl: 1.848 2.844 -0.950
N: 6.109 -1.611 -6.601
C: 5.875 -1.614 -5.237
C: 6.717 -0.918 -4.365
C: 6.469 -0.915 -3.006
C: 5.378 -1.602 -2.493
C: 4.581 -2.356 -3.340
C: 4.829 -2.366 -4.698
S: 4.918 -1.430 -0.779
O: 6.065 -1.767 0.025
O: 3.731 -2.272 -0.592
N: 4.364 0.034 -0.543
C: 5.021 1.176 -0.367
S: 6.778 1.356 -0.175
C: 6.566 3.073 -0.042
C: 5.259 3.384 -0.128
N: 4.397 2.333 -0.317
H: 6.663 -0.847 -6.949
H: 5.330 -1.868 -7.182
H: 7.559 -0.366 -4.764
H: 7.134 -0.386 -2.344
H: 3.763 -2.921 -2.917
H: 4.193 -2.940 -5.361
H: 7.412 3.725 0.081
H: 4.838 4.377 -0.066
O: 1.499 6.459 0.328
C: 1.890 5.399 0.218
F: -5.151 2.721 -2.219
C: -5.999 3.134 -1.262
C: -5.758 2.743 0.044
C: -6.685 3.145 0.987
F: -6.548 2.779 2.268
C: -7.796 3.904 0.651
F: -8.689 4.262 1.583
C: -7.993 4.292 -0.662
F: -9.058 5.025 -0.995
C: -7.083 3.908 -1.632
F: -7.268 4.281 -2.904
Ge: -4.046 1.638 0.266
S: -2.195 2.516 -0.102
C: -4.091 0.986 2.178
C: -4.063 -0.341 2.565
F: -4.066 -1.313 1.640
C: -4.036 -0.720 3.897
F: -4.075 -2.011 4.247
C: -3.990 0.251 4.882
F: -3.981 -0.100 6.169
C: -3.958 1.589 4.525
F: -3.907 2.530 5.476
C: -4.005 1.931 3.186
F: -3.962 3.227 2.852
C: -4.887 0.072 -0.726
C: -4.377 -0.436 -1.905
F: -3.260 0.086 -2.420
C: -4.993 -1.472 -2.590
F: -4.493 -1.940 -3.740
C: -6.153 -2.029 -2.081
F: -6.774 -3.010 -2.740
C: -6.686 -1.546 -0.898
F: -7.798 -2.098 -0.398
C: -6.057 -0.496 -0.256
F: -6.614 -0.026 0.873
O: 1.461 4.316 2.495
C: 0.930 3.217 2.475
C: 0.056 2.745 3.627
C: -0.494 1.426 3.129
C: 0.278 1.195 1.842
O: 0.188 0.117 1.228
N: 1.028 2.267 1.497
H: -0.705 3.498 3.824
H: 0.675 2.636 4.518
H: -1.558 1.484 2.888
H: -0.348 0.592 3.813
C: 1.206 -2.294 -2.902
Si: 1.392 -0.564 -2.092
C: 2.677 0.322 -3.217
C: -0.233 0.401 -2.315
Si: 1.708 -1.142 0.235
Si: 2.916 -1.290 2.304
C: 4.440 -0.261 2.795
C: 3.430 -3.127 2.394
C: 1.792 -0.968 3.821
Si: -0.111 -2.763 0.479
C: -1.617 -2.251 -0.573
C: -0.840 -2.794 2.240
C: 0.327 -4.582 0.096
H: 1.486 -2.277 -3.955
H: 0.185 -2.667 -2.833
H: 1.847 -3.013 -2.391
H: 2.862 -0.256 -4.123
H: 3.629 0.424 -2.705
H: 2.347 1.317 -3.517
H: -0.095 1.352 -2.827
H: -0.693 0.626 -1.353
H: -0.960 -0.170 -2.891
H: 5.306 -0.571 2.218
H: 4.679 -0.396 3.851
H: 4.282 0.805 2.622
H: 4.084 -3.343 1.553
H: 2.574 -3.801 2.332
H: 3.980 -3.352 3.309
H: 1.785 0.096 4.062
H: 2.165 -1.505 4.694
H: 0.766 -1.283 3.641
H: -1.815 -1.186 -0.429
H: -2.512 -2.795 -0.269
H: -1.470 -2.417 -1.640
H: -1.023 -1.770 2.565
H: -0.175 -3.267 2.965
H: -1.794 -3.322 2.273
H: 0.921 -4.658 -0.816
H: -0.565 -5.195 -0.036
H: 0.912 -5.022 0.904

Results of the Löwdin charge analysis, in e, for atoms 1 through 6: atom 1 (Tl): 0.83, atom 2 (N): 0.10, atom 3 (C): -0.32, atom 4 (C): -0.02, atom 5 (C): -0.06, atom 6 (C): -0.28

Density functional theory data (wB97M-V/def2-TZVPD) for C41H39F2N10O3PTi as an isolated structure.

⟨S²⟩: 2.008
energy above the lowest of the compared OMol25 structures with the same formula, charge and spin: 1.704 eV
net charge: 0
2S+1: 3
frontier orbital gap (alpha / beta): 5.69 / 8.08 eV
lowest unoccupied orbital energy (alpha / beta): 0.2 / 0.2 eV

Atoms and positions in Å:
Ti: 0.584 0.935 0.216
C: -4.112 -2.036 1.670
N: -3.156 -0.987 1.388
C: -3.548 0.298 1.042
C: -2.398 0.974 0.767
N: -1.372 0.183 0.958
C: -1.823 -1.022 1.352
P: -0.964 -2.700 1.537
C: 0.278 -2.695 0.128
N: 0.680 -1.572 -0.480
C: 1.606 -1.891 -1.345
C: 1.739 -3.257 -1.342
N: 0.882 -3.816 -0.440
C: 0.895 -5.183 0.004
C: 0.230 -2.371 2.783
N: 1.494 -2.753 2.591
C: 2.146 -2.318 3.711
C: 1.270 -1.794 4.572
N: 0.088 -1.851 4.007
C: -1.173 -1.224 4.479
H: -5.064 -1.487 1.818
H: -3.785 -2.511 2.627
H: -3.899 -2.858 0.969
H: -4.612 0.470 0.891
H: -2.233 1.882 0.255
H: 2.191 -1.172 -1.857
H: 2.478 -3.806 -1.938
H: 1.225 -5.251 1.065
H: 1.472 -5.788 -0.687
H: -0.086 -5.640 0.086
H: 3.243 -2.510 3.734
H: 1.460 -1.345 5.519
H: -1.261 -0.242 3.969
H: -1.165 -1.149 5.602
H: -2.003 -1.907 4.293
F: 5.251 -0.366 -2.534
C: 4.686 -0.144 -1.316
C: 3.469 0.497 -1.262
C: 2.744 0.829 -0.104
C: 3.367 0.417 1.101
C: 4.467 -0.378 1.058
F: 4.915 -1.049 2.118
C: 5.248 -0.588 -0.110
C: 2.721 0.902 2.364
C: 3.399 1.279 3.494
C: 2.776 1.730 4.646
C: 1.376 1.941 4.493
C: 0.745 1.448 3.400
N: 1.347 0.938 2.350
H: 3.014 0.692 -2.234
H: 6.143 -1.237 -0.057
H: 4.485 1.071 3.574
H: 3.316 2.086 5.505
H: 0.721 2.439 5.193
H: -0.325 1.535 3.218
O: 2.477 3.651 1.702
C: 1.423 3.982 1.143
N: 0.427 3.159 0.652
C: -0.510 3.919 0.079
O: -1.541 3.524 -0.451
C: -0.250 5.369 0.303
C: -0.991 6.481 0.008
C: -0.413 7.674 0.379
C: 0.875 7.742 0.889
C: 1.580 6.608 1.139
C: 0.980 5.384 0.934
H: -1.934 6.491 -0.490
H: -1.027 8.508 0.074
H: 1.396 8.691 0.890
H: 2.620 6.753 1.466
C: -4.958 -2.057 -3.768
C: -3.848 -2.561 -4.648
N: -2.548 -1.963 -4.120
C: -1.597 -2.931 -3.587
C: -1.968 -3.492 -2.123
C: -2.156 -0.742 -4.626
O: -2.728 -0.072 -5.466
C: -0.952 -0.155 -4.031
C: 0.016 0.498 -4.787
C: 0.829 1.483 -4.184
C: 0.865 1.622 -2.760
N: 0.016 0.926 -1.975
C: -0.838 -0.057 -2.631
H: -5.858 -2.544 -3.992
H: -5.251 -0.992 -3.898
H: -4.850 -2.151 -2.671
H: -4.073 -2.253 -5.643
H: -3.655 -3.617 -4.663
H: -0.562 -2.429 -3.480
H: -1.554 -3.850 -4.220
H: -1.751 -2.722 -1.292
H: -1.396 -4.425 -1.969
H: -3.102 -3.566 -2.046
H: -0.012 0.511 -5.897
H: 1.569 2.130 -4.826
H: 1.509 2.366 -2.358
H: -1.431 -0.537 -1.900

Results of the Löwdin charge analysis, in e, for atoms 1 through 6: atom 1 (Ti): 0.81, atom 2 (C): -0.04, atom 3 (N): -0.16, atom 4 (C): -0.02, atom 5 (C): -0.13, atom 6 (N): -0.02

no.,F_max (eV/Å),electronic energy (a.u.)
1,1.8,-2699.9622
2,2.9,-2666.5848
3,1.3,-6694.2923
4,1.6,-8281.0999
5,4.4,-3749.5888